Version A
Computed, not measured: the molecule C8H12, with ωB97M-V with the def2-TZVPD basis set.

```
20
Properties=species:S:1:pos:R:3:lowdin_charge:R:1
C 2.028 -1.186 1.793 -0.02
C -0.017 -0.195 -1.338 -0.24
H 2.623 -0.204 1.900 0.09
H -2.038 0.814 1.241 0.04
H 0.103 2.380 -1.044 0.09
H -2.449 -0.368 0.070 0.12
C -0.624 2.079 -0.269 -0.05
C -1.571 0.058 0.704 -0.03
H 0.445 -1.416 -2.941 0.06
C 0.969 -0.120 -0.225 -0.14
H 0.576 -2.041 0.671 0.09
C -0.424 0.601 -0.161 -0.43
C 1.220 -1.211 0.788 -0.20
H -1.695 2.268 -0.460 0.09
H -0.364 2.534 0.726 0.10
H 1.868 0.477 -0.045 0.13
H 2.311 -1.975 2.527 0.07
H -1.320 -0.728 1.366 0.05
C -0.310 -0.882 -2.365 0.05
H -1.332 -0.886 -2.939 0.10
```

net charge = 0
structure (SMILES) = C=C[C@H]1C(=C)C1(C)C
HOMO-LUMO gap = 0.3748 hartree
LUMO energy = 0.99 eV
multiplicity = 1

=====

Version B
Computed, not measured: the molecule C8H12, with ωB97M-V with the def2-TZVPD basis set.

```
20
Properties=species:S:1:pos:R:3:lowdin_charge:R:1
H 1.999 0.459 1.992 0.15
C 0.374 0.890 -0.600 -0.32
H 2.365 -1.411 1.782 0.13
H 1.005 0.424 -2.788 0.11
C 0.992 1.278 -1.983 -0.09
H 1.950 1.844 -1.917 0.08
C 0.030 -0.448 1.387 -0.20
C 1.556 -0.574 1.533 -0.10
H 0.452 1.821 0.056 0.15
H 1.111 -0.868 -0.670 0.15
H -1.488 -0.380 -1.367 0.13
H 0.507 2.072 -2.497 0.04
H -1.899 0.970 -0.148 0.09
H -3.336 -1.610 0.453 0.07
H -1.964 -2.510 1.505 0.08
C -1.157 0.322 -0.525 -0.08
C -2.252 -1.627 0.792 0.03
C 1.075 -0.175 0.194 -0.27
C -1.129 -0.810 0.564 -0.32
H -0.191 0.333 2.237 0.17
```

net charge = 0
structure (SMILES) = C=C1C[C@H](C)[C@H]2C[C@H]12
HOMO-LUMO gap = 0.3359 hartree
LUMO energy = 0.94 eV
multiplicity = 1

=====

Version C
Computed, not measured: the molecule C8H12, with ωB97M-V with the def2-TZVPD basis set.

```
20
Properties=species:S:1:pos:R:3:lowdin_charge:R:1
H -0.687 1.791 -1.642 0.03
C 0.383 -0.819 -0.404 -0.21
H -2.106 1.106 0.942 0.11
H -2.356 1.916 -1.106 0.07
C -1.310 1.970 -0.817 -0.10
C 0.704 -2.227 -0.464 0.07
H -2.323 -0.957 1.675 0.05
H -1.216 -2.394 1.251 0.07
H 1.651 -2.463 -0.947 0.05
H 2.841 1.632 0.307 0.02
C -0.816 -0.340 0.392 -0.28
H -0.022 -3.009 -0.365 0.04
H -1.224 3.049 -0.600 0.08
H 1.207 1.026 -1.398 0.08
C -1.403 -1.290 1.196 0.05
C -1.095 1.151 0.465 -0.22
C 2.411 0.694 0.217 0.03
H -0.277 1.608 1.118 0.13
C 1.406 0.294 -0.628 -0.13
H 2.833 0.098 1.024 0.06
```

net charge = 0
structure (SMILES) = C=CC(=C)C(=C)CC
HOMO-LUMO gap = 0.3277 hartree
LUMO energy = 0.47 eV
multiplicity = 1

=====

Computed relative energies in units of eV: version A 0.162; version B 3.260; version C 0.000

=====

Version A
Computed, not measured: the molecule C16H14N2O5S, with ωB97M-V with the def2-TZVPD basis set.

```
38
Properties=species:S:1:pos:R:3:lowdin_charge:R:1
H -5.279 0.693 -0.438 0.12
C -1.391 1.141 -0.140 -0.21
C -3.366 0.104 -1.253 -0.46
O -2.843 -0.235 -2.287 0.09
C -0.985 1.812 1.014 -0.02
C 5.253 1.253 0.047 -0.10
H 3.757 -2.290 0.358 0.12
C 3.333 -0.189 0.340 -0.07
H -4.868 -2.323 -0.565 0.13
C 0.845 1.314 -1.003 -0.09
H -7.557 -2.575 1.470 0.14
C 3.876 1.090 0.222 -0.51
O -6.723 -2.601 0.975 0.12
H -3.291 0.998 0.570 0.15
C 1.242 1.965 0.156 -0.54
N 6.377 -2.272 0.015 -0.37
H 5.659 2.249 -0.035 0.11
C -6.271 -1.370 0.734 -0.54
O -6.843 -0.378 1.096 0.11
H 2.273 -0.318 0.492 0.11
C -4.954 -1.390 -0.010 -0.08
N -2.725 0.746 -0.229 0.13
H -0.770 0.383 -2.046 0.10
C 5.525 -1.122 0.086 -0.16
O 7.568 -2.086 -0.133 0.08
C 6.077 0.154 -0.021 0.01
H -1.701 2.012 1.799 0.11
S 2.916 2.556 0.334 1.02
C 0.324 2.222 1.163 -0.10
H -5.355 -0.356 -1.864 0.13
H 0.636 2.741 2.056 0.11
O 5.858 -3.367 0.108 0.08
C -4.826 -0.170 -0.930 -0.09
H 7.142 0.257 -0.160 0.12
C 4.156 -1.291 0.269 0.02
C -0.461 0.893 -1.150 0.01
H -4.168 -1.381 0.751 0.13
H 1.561 1.130 -1.790 0.12
```

net charge = 0
structure (SMILES) = O=C(O)CCC(=O)Nc1ccc(Sc2ccc([N+](=O)[O-])cc2)cc1
HOMO-LUMO gap = 0.2937 hartree
LUMO energy = -0.47 eV
multiplicity = 1

=====

Version B
Computed, not measured: a structure of composition C16H14N2O5S, with ωB97M-V with the def2-TZVPD basis set.

```
38
Properties=species:S:1:pos:R:3:lowdin_charge:R:1
C 1.286 1.948 1.932 -0.19
H -0.426 2.313 3.022 0.01
O -4.089 -1.974 0.250 0.26
S -0.845 -1.867 0.819 0.75
H -2.383 0.110 0.500 0.19
H 5.011 1.130 -0.394 0.06
C 2.164 -0.786 -0.195 -0.02
C -1.547 -0.605 -2.688 -0.35
H -1.299 -0.113 2.442 0.09
H -3.291 -2.282 0.882 0.18
C -3.993 -1.140 -0.481 -0.68
C 4.154 0.671 -0.253 0.08
O -4.782 -0.820 -1.384 0.05
H 2.050 3.676 2.868 0.30
C 0.007 1.797 2.434 0.10
H 1.995 -2.038 -0.499 0.20
H 0.159 -0.772 -1.710 0.13
H 4.111 -0.985 -1.336 0.05
H -0.630 -2.232 -2.274 0.11
C 3.164 1.563 0.664 -0.01
O 4.210 3.610 1.336 0.06
N -1.467 -1.564 -0.590 -0.20
N 2.105 2.893 1.975 0.13
C -2.495 -0.564 -0.683 -0.17
C 1.481 -0.142 0.568 -0.18
H -1.790 1.398 -1.484 0.16
O 0.107 -3.106 0.238 -0.40
H -3.368 0.777 -2.184 0.13
H -1.096 -0.105 -3.596 0.18
C -2.275 0.449 -2.084 -0.06
C 3.637 -0.429 -0.694 0.01
O -1.774 -2.157 1.773 -0.26
C 2.036 1.089 0.990 -0.09
C 3.225 2.801 1.292 -0.41
C -0.755 -1.279 -1.984 -0.17
H -2.385 -1.241 -3.109 0.18
C -0.422 0.432 2.192 -0.07
C 0.208 -0.453 1.448 -0.13
```

net charge = 0
HOMO-LUMO gap = 0.2726 hartree
LUMO energy = -1.52 eV
multiplicity = 1

=====

Computed relative energies in units of eV: version A 0.000; version B 13.371

=====

Version A
Computed, not measured: a cluster of 2 separate species, C2H4N2O3 in total, with ωB97M-V with the def2-TZVPD basis set.

```
11
Properties=species:S:1:pos:R:3:lowdin_charge:R:1
H 1.848 1.140 1.003 0.15
N -0.258 -1.112 -1.989 0.10
N 0.199 0.746 0.459 -0.33
O -0.055 -2.205 0.169 -0.02
C -0.140 -1.772 -1.043 -0.47
H 0.290 -1.298 0.888 0.13
H -0.971 1.842 -0.929 0.15
O 1.253 1.593 0.365 0.10
O 0.337 -0.082 1.468 -0.05
H -1.671 0.229 -0.110 0.13
C -0.831 0.918 -0.283 0.12
```

net charge = 0
structure (SMILES) = C=[N+]([O-])O.N#CO
HOMO-LUMO gap = 0.3585 hartree
LUMO energy = -0.20 eV
multiplicity = 1

=====

Version B
Computed, not measured: a cluster of 2 separate species, C2H4N2O3 in total, with ωB97M-V with the def2-TZVPD basis set.

```
11
Properties=species:S:1:pos:R:3:lowdin_charge:R:1
C 1.774 -0.607 0.888 -0.32
H 1.619 2.185 -0.086 0.11
H 0.453 1.428 -1.107 0.06
C -1.968 -0.537 -0.419 -0.40
N 1.065 0.166 0.276 0.00
N 1.309 1.287 -0.559 0.02
O -1.317 -1.028 0.616 0.11
H -2.977 -1.046 -0.679 0.16
H -0.502 -0.622 0.724 0.01
O -1.545 0.212 -1.251 0.04
O 2.091 -1.438 1.596 0.21
```

net charge = 0
structure (SMILES) = NN=C=O.O=CO
HOMO-LUMO gap = 0.3645 hartree
LUMO energy = 0.37 eV
multiplicity = 1

=====

Version C
Computed, not measured: the molecule C2H4N2O3, with ωB97M-V with the def2-TZVPD basis set.

```
11
Properties=species:S:1:pos:R:3:lowdin_charge:R:1
N 1.387 0.841 0.268 0.17
H 1.642 -0.128 0.442 0.10
O -1.913 -1.796 0.077 0.11
O -0.108 2.225 -0.649 0.06
H -1.875 0.755 0.284 0.16
O 0.324 -1.419 -0.253 0.03
H 2.135 1.479 0.038 0.12
C -0.982 -1.027 0.161 -0.53
H 0.209 -2.364 -0.479 0.13
N -0.967 0.315 0.305 0.18
C 0.148 1.121 -0.194 -0.52
```

net charge = 0
structure (SMILES) = NC(=O)NC(=O)O
HOMO-LUMO gap = 0.4046 hartree
LUMO energy = 0.43 eV
multiplicity = 1

=====

Computed relative energies in units of eV: version A 5.902; version B 2.732; version C 0.000